1.
Below is a molecular structure, C40H49GeN4PTl in a non-equilibrium geometry, with properties calculated with wB97M-V/def2-TZVPD.

The geometry in XYZ format:
```
96
Properties=species:S:1:pos:R:3:mulliken_charge:R:1
Tl 0.232 -0.274 -0.671 1.0860
C 3.726 -0.743 -0.566 -0.5514
C 3.249 -1.339 -1.921 -0.7846
N 1.929 -1.959 -1.858 -0.0100
C 1.473 -2.563 -3.107 -0.9459
C 0.004 -2.183 -3.414 -0.4021
N -0.200 -0.730 -3.255 0.0832
C 0.273 0.078 -4.374 -0.7497
C -0.206 1.536 -4.460 -0.5697
C -1.008 2.120 -3.347 -1.2174
N -0.371 2.212 -2.024 0.1101
C 0.787 3.100 -1.915 -1.1003
C 2.154 2.354 -1.710 -0.9238
N 2.251 1.301 -0.681 0.5072
C 3.616 0.757 -0.447 -0.9462
H 4.803 -1.002 -0.298 0.3955
H 3.165 -1.174 0.303 0.1525
H 4.089 -2.010 -2.245 0.3280
H 3.249 -0.556 -2.685 0.3534
H 1.917 -2.671 -1.101 0.3126
H 1.647 -3.673 -3.093 0.4081
H 2.101 -2.238 -3.968 0.3604
H -0.745 -2.765 -2.818 -0.0844
H -0.171 -2.495 -4.497 0.4358
H -1.195 -0.582 -3.172 0.1763
H 0.032 -0.518 -5.314 0.3905
H 1.346 0.020 -4.348 0.2933
H -0.764 1.562 -5.418 0.4135
H 0.687 2.144 -4.702 0.2909
H -1.972 1.583 -3.223 0.4617
H -1.157 3.217 -3.621 0.4099
H -1.017 2.485 -1.241 0.2327
H 0.688 3.792 -1.048 0.3977
H 1.039 3.654 -2.812 0.3324
H 2.915 3.136 -1.492 0.4767
H 2.482 1.926 -2.651 0.4694
H 1.773 1.644 0.184 -0.1764
H 3.979 1.070 0.553 0.2857
H 4.294 1.193 -1.204 0.4127
C 2.636 6.822 3.316 -0.4508
C 3.468 5.885 4.000 -0.6046
C 3.194 4.529 4.031 -0.5519
C 2.141 4.074 3.126 0.5829
C 1.405 4.975 2.389 -0.6044
C 1.633 6.378 2.543 -0.7207
P 1.832 2.296 2.829 0.6132
C 2.215 1.550 4.457 0.3747
C 1.749 2.087 5.696 -0.1381
C 1.737 1.261 6.814 -0.7952
C 2.345 0.026 6.815 -0.4279
C 2.846 -0.492 5.623 -0.5789
C 2.698 0.237 4.459 -0.2374
C 0.020 2.195 2.796 0.1038
C -0.762 2.912 3.756 0.0542
C -2.159 2.747 3.769 -0.7737
C -2.721 1.885 2.842 -0.5955
C -1.940 1.231 1.854 -0.7884
C -0.549 1.443 1.832 0.2310
H 2.888 7.895 3.359 0.3583
H 4.294 6.218 4.591 0.4131
H 3.557 3.841 4.836 0.3455
H 0.588 4.671 1.770 0.4699
H 1.056 7.150 1.993 0.3357
H 1.445 3.131 5.813 0.3694
H 1.320 1.691 7.739 0.3406
H 2.424 -0.556 7.756 0.3379
H 3.331 -1.459 5.623 0.4157
H 3.046 -0.173 3.478 0.1634
H -0.297 3.661 4.399 0.3391
H -2.824 3.259 4.471 0.4031
H -3.752 1.531 3.008 0.3478
H -2.503 0.729 1.098 0.5552
Ge -5.527 -4.321 -0.382 0.5718
C -3.811 -5.344 -0.265 -0.1536
C -3.804 -6.603 0.269 -0.3588
C -2.651 -7.385 0.318 -0.5001
C -1.434 -6.873 -0.087 -0.5640
C -1.364 -5.538 -0.519 -0.4646
C -2.564 -4.800 -0.635 0.1375
C -5.150 -3.429 -2.126 -0.2112
C -4.532 -4.159 -3.186 -0.0540
C -4.130 -3.464 -4.375 -0.8332
C -4.177 -2.093 -4.414 -0.2498
C -4.771 -1.360 -3.391 -0.7263
C -5.270 -2.049 -2.301 -0.2165
H -5.140 -3.261 0.340 -0.1007
H -4.665 -6.935 0.856 0.2930
H -2.769 -8.429 0.696 0.3043
H -0.539 -7.411 0.031 0.4492
H -0.368 -5.090 -0.641 0.2922
H -2.399 -3.785 -1.029 0.3566
H -4.372 -5.234 -2.982 0.3966
H -3.760 -4.051 -5.207 0.3946
H -3.795 -1.597 -5.279 0.4868
H -4.806 -0.294 -3.483 0.5035
H -5.658 -1.528 -1.428 0.2456
```

Calculated values
total charge: +1
E_LUMO (spin up / spin down): -3.57 / -3.54 eV
molecular weight: 893.83 Da
E_HOMO (spin up / spin down): -10.3 / -10.4 eV



2.
Below is C9H14N2O3 in the gas phase in a non-equilibrium geometry, with properties calculated with wB97M-V/def2-TZVPD.

The geometry in XYZ format:
```
28
Properties=species:S:1:pos:R:3:mulliken_charge:R:1
C -3.622 1.256 0.155 -2.0859
C -2.111 1.026 -0.212 0.8860
C -1.145 2.014 -0.071 -0.6697
C 0.156 1.803 0.222 -0.4317
C 0.720 0.578 0.690 -0.3503
C 2.020 0.197 0.493 0.1479
C 2.403 -1.126 1.048 -0.6724
C 2.587 -2.296 0.020 -0.4405
O 1.406 -2.275 -0.871 -0.5988
N 2.990 1.002 -0.271 0.9902
O 2.661 1.975 -0.938 -0.6341
O 4.137 0.592 -0.167 -0.6094
C -1.759 -0.219 -0.676 -0.5047
N -2.658 -1.331 -0.609 -0.5277
H -3.832 2.228 0.469 0.4854
H -3.877 0.627 0.884 0.5254
H -4.174 1.209 -0.661 0.5499
H -1.531 2.978 -0.220 0.4470
H 0.708 2.705 -0.034 0.3030
H 0.015 -0.172 1.189 0.4174
H 1.669 -1.577 1.733 0.3028
H 3.377 -1.262 1.582 0.4075
H 3.370 -2.153 -0.720 0.2792
H 2.710 -3.137 0.673 0.4024
H 0.937 -1.452 -0.979 0.3826
H -0.757 -0.260 -1.057 0.5141
H -3.610 -1.165 -0.196 0.2645
H -2.788 -1.766 -1.474 0.2199
```

Calculated values
energy above the lowest of the compared OMol25 structures with the same formula, charge and spin: 646.8 kJ/mol
total charge: 0
E_LUMO: -0.55 eV
molecular weight: 198.22 Da
E_HOMO: -8.0 eV
SMILES: CC(/C=C\C=C(\CCO)[N+](=O)[O-])=C\N



3.
Below is a molecular structure, C29H22BrN5NiO2PSe in a non-equilibrium geometry, with properties calculated with wB97M-V/def2-TZVPD.

The geometry in XYZ format:
```
62
Properties=species:S:1:pos:R:3:mulliken_spin:R:1
Ni -0.298 0.802 -0.810 1.7591
N 1.239 -1.809 -1.461 -0.0044
P 0.216 -1.383 -0.197 0.0952
C -1.075 -2.615 -0.204 -0.0113
C -2.141 -2.399 -1.057 -0.0006
C -3.164 -3.283 -1.066 0.0011
C -3.204 -4.380 -0.204 0.0039
C -2.179 -4.587 0.694 -0.0015
C -1.099 -3.712 0.639 0.0029
C 1.181 -1.619 1.294 0.0054
C 2.551 -1.439 1.229 0.0113
C 3.281 -1.558 2.412 -0.0054
C 2.607 -1.756 3.635 0.0090
C 1.222 -1.907 3.670 -0.0047
C 0.513 -1.775 2.504 0.0102
C 1.138 -1.122 -2.663 -0.0050
C 1.747 -1.573 -3.842 0.0021
C 1.481 -0.946 -5.037 0.0001
C 0.629 0.176 -5.075 0.0010
C 0.151 0.607 -3.856 0.0012
N 0.340 -0.055 -2.690 -0.0033
H 1.654 -2.747 -1.500 0.0019
H -2.101 -1.581 -1.746 0.0043
H -3.976 -3.193 -1.758 0.0000
H -3.980 -5.100 -0.316 0.0003
H -2.200 -5.392 1.407 -0.0002
H -0.312 -3.789 1.324 0.0014
H 3.104 -1.307 0.267 0.0013
H 4.346 -1.483 2.378 -0.0002
H 3.258 -1.860 4.503 0.0003
H 0.692 -2.104 4.663 -0.0001
H -0.540 -1.868 2.547 0.0000
H 2.341 -2.453 -3.852 0.0003
H 1.900 -1.307 -5.943 -0.0003
H 0.327 0.640 -5.997 0.0007
H -0.561 1.468 -3.864 0.0001
Br -2.944 2.018 -2.541 0.0078
C -1.526 3.291 -2.039 -0.0016
C -1.629 4.594 -2.353 0.0027
C -0.506 5.350 -2.148 -0.0024
C 0.638 4.827 -1.622 0.0017
C 0.665 3.442 -1.377 -0.0083
N -0.448 2.698 -1.557 0.0465
C 1.854 2.755 -0.831 -0.0010
O 2.900 3.302 -1.020 0.0045
O 1.563 1.554 -0.440 0.0703
H -2.503 5.009 -2.812 0.0012
H -0.561 6.418 -2.380 -0.0003
H 1.477 5.462 -1.415 0.0000
Se -3.145 0.665 1.248 0.0004
N -1.389 1.113 0.956 0.0047
C -0.879 1.262 2.147 -0.0038
C 0.503 1.600 2.345 -0.0023
C 0.989 1.621 3.611 -0.0011
C 0.107 1.511 4.747 0.0008
C -1.260 1.376 4.611 -0.0017
C -1.777 1.199 3.260 0.0012
N -3.004 0.862 3.019 0.0020
H 1.211 1.682 1.529 0.0019
H 2.031 1.763 3.795 0.0004
H 0.515 1.619 5.796 0.0000
H -1.966 1.415 5.442 0.0000
```

Calculated values
multiplicity: 3
expectation value of S²: 2.01
total charge: +1
E_LUMO (spin up / spin down): -3.64 / -3.64 eV
molecular weight: 721.06 Da
E_HOMO (spin up / spin down): -11.1 / -11.5 eV



4.
Below is a molecular structure, C44H47IrN4S3Si, with properties calculated with wB97M-V/def2-TZVPD.

The geometry in XYZ format:
```
100
Properties=species:S:1:pos:R:3:mulliken_spin:R:1
Ir 0.525 0.412 -0.625 2.0756
C -4.335 -2.192 1.923 0.0050
Si -4.978 -1.609 0.253 -0.0124
C -5.753 -3.108 -0.623 0.0021
C -6.427 -0.449 0.679 0.0001
C -3.883 -0.679 -0.959 -0.0055
C -4.475 0.042 -1.980 0.0016
C -3.704 0.797 -2.859 0.0121
C -2.346 0.870 -2.624 0.0377
N -1.731 0.202 -1.652 0.1438
C -2.456 -0.641 -0.873 0.0098
S -1.552 -1.650 0.140 0.1683
H -5.172 -2.531 2.545 0.0004
H -3.816 -1.385 2.444 0.0000
H -3.624 -3.007 1.809 0.0010
H -6.491 -3.585 0.028 0.0001
H -4.994 -3.852 -0.874 -0.0004
H -6.256 -2.819 -1.549 0.0004
H -7.172 -0.980 1.279 0.0001
H -6.932 -0.061 -0.209 0.0000
H -6.079 0.407 1.262 -0.0001
H -5.556 0.028 -2.100 -0.0007
H -4.150 1.342 -3.681 0.0013
H -1.716 1.495 -3.241 -0.0293
S 2.776 2.092 0.097 0.1208
C 3.637 2.016 -1.336 0.0462
S 2.836 1.975 -2.902 0.0952
C 5.037 2.022 -1.390 -0.0007
C 5.771 2.054 -2.602 0.0053
N 6.423 2.091 -3.556 0.0091
C 5.839 1.987 -0.224 -0.0036
N 6.552 1.942 0.684 0.0063
C -1.031 6.254 -1.301 0.1962
C -0.417 5.279 -0.518 -0.1289
C -0.020 4.079 -1.068 0.1551
C -0.188 3.800 -2.444 -0.0997
C -0.831 4.806 -3.211 0.1774
C -1.241 5.997 -2.653 -0.1088
C 0.190 2.598 -3.100 0.3593
C 1.044 1.473 -2.694 0.2949
C 0.955 0.288 -3.632 -0.0531
C 0.511 0.348 -4.954 0.0060
C 0.392 -0.801 -5.725 0.0064
C 0.730 -2.039 -5.207 0.0042
C 1.226 -2.116 -3.910 0.0196
C 1.339 -0.969 -3.150 -0.0059
H -1.349 7.192 -0.863 0.0194
H -0.252 5.458 0.538 -0.0046
H 0.423 3.326 -0.445 0.1020
H -0.982 4.628 -4.271 0.0094
H -1.729 6.742 -3.272 -0.0050
H -0.221 2.546 -4.107 0.0202
H 0.271 1.304 -5.403 -0.0008
H 0.026 -0.724 -6.743 0.0001
H 0.617 -2.935 -5.806 0.0009
H 1.513 -3.074 -3.493 0.0003
H 1.746 -1.022 -2.139 0.0227
C -2.432 2.943 2.171 0.0059
C -1.403 2.003 2.747 0.0410
C -1.254 1.857 4.127 0.0192
C -0.295 0.976 4.611 -0.0112
C -0.096 0.815 6.100 0.0009
C 0.496 0.231 3.748 0.0179
C 0.376 0.322 2.335 -0.0397
C -0.607 1.265 1.903 0.1999
N 1.064 -0.337 1.374 0.1440
C 1.982 -1.487 1.524 -0.0767
C 1.347 -2.697 0.798 0.0528
C 2.272 -3.913 0.779 0.0021
C 2.584 -4.340 2.214 -0.0020
C 3.246 -3.171 2.942 0.0038
C 4.559 -2.822 2.242 -0.0007
C 4.252 -2.404 0.804 -0.0007
C 3.574 -3.555 0.058 0.0010
C 3.324 -1.191 0.825 0.0500
C 2.308 -1.954 2.955 -0.0103
H -2.977 3.459 2.963 -0.0004
H -3.154 2.391 1.562 -0.0020
H -1.963 3.687 1.526 -0.0002
H -1.873 2.426 4.814 0.0025
H -0.685 1.550 6.650 0.0002
H 0.955 0.948 6.366 -0.0004
H -0.402 -0.182 6.426 -0.0004
H 1.225 -0.414 4.205 0.0055
H -0.766 1.397 0.826 -0.0282
H 1.106 -2.391 -0.222 -0.0185
H 0.398 -2.944 1.282 -0.0106
H 1.773 -4.737 0.255 0.0009
H 3.256 -5.208 2.213 0.0001
H 1.661 -4.629 2.728 -0.0004
H 3.455 -3.459 3.979 -0.0005
H 5.235 -3.685 2.253 -0.0002
H 5.058 -1.998 2.762 -0.0001
H 5.184 -2.131 0.298 0.0005
H 4.241 -4.424 0.013 0.0003
H 3.352 -3.244 -0.968 0.0008
H 3.105 -0.881 -0.198 -0.0333
H 3.815 -0.351 1.318 0.0116
H 2.803 -1.154 3.509 -0.0010
H 1.383 -2.231 3.468 -0.0003
```

Calculated values
multiplicity: 5
expectation value of S²: 6.04
energy above the lowest of the compared OMol25 structures with the same formula, charge and spin: 180.0 kJ/mol
total charge: -2
E_LUMO (spin up / spin down): 4.15 / 4.04 eV
molecular weight: 948.39 Da
E_HOMO (spin up / spin down): -1.3 / -1.7 eV



Which formula does entry 4 have?
C44H47IrN4S3Si



Among the records above, which one has the lowest molecular weight?
C9H14N2O3



Please write out number 3 again, unchanged.
Below is a molecular structure, C29H22BrN5NiO2PSe in a non-equilibrium geometry, with properties calculated with wB97M-V/def2-TZVPD.

The geometry in XYZ format:
```
62
Properties=species:S:1:pos:R:3:mulliken_spin:R:1
Ni -0.298 0.802 -0.810 1.7591
N 1.239 -1.809 -1.461 -0.0044
P 0.216 -1.383 -0.197 0.0952
C -1.075 -2.615 -0.204 -0.0113
C -2.141 -2.399 -1.057 -0.0006
C -3.164 -3.283 -1.066 0.0011
C -3.204 -4.380 -0.204 0.0039
C -2.179 -4.587 0.694 -0.0015
C -1.099 -3.712 0.639 0.0029
C 1.181 -1.619 1.294 0.0054
C 2.551 -1.439 1.229 0.0113
C 3.281 -1.558 2.412 -0.0054
C 2.607 -1.756 3.635 0.0090
C 1.222 -1.907 3.670 -0.0047
C 0.513 -1.775 2.504 0.0102
C 1.138 -1.122 -2.663 -0.0050
C 1.747 -1.573 -3.842 0.0021
C 1.481 -0.946 -5.037 0.0001
C 0.629 0.176 -5.075 0.0010
C 0.151 0.607 -3.856 0.0012
N 0.340 -0.055 -2.690 -0.0033
H 1.654 -2.747 -1.500 0.0019
H -2.101 -1.581 -1.746 0.0043
H -3.976 -3.193 -1.758 0.0000
H -3.980 -5.100 -0.316 0.0003
H -2.200 -5.392 1.407 -0.0002
H -0.312 -3.789 1.324 0.0014
H 3.104 -1.307 0.267 0.0013
H 4.346 -1.483 2.378 -0.0002
H 3.258 -1.860 4.503 0.0003
H 0.692 -2.104 4.663 -0.0001
H -0.540 -1.868 2.547 0.0000
H 2.341 -2.453 -3.852 0.0003
H 1.900 -1.307 -5.943 -0.0003
H 0.327 0.640 -5.997 0.0007
H -0.561 1.468 -3.864 0.0001
Br -2.944 2.018 -2.541 0.0078
C -1.526 3.291 -2.039 -0.0016
C -1.629 4.594 -2.353 0.0027
C -0.506 5.350 -2.148 -0.0024
C 0.638 4.827 -1.622 0.0017
C 0.665 3.442 -1.377 -0.0083
N -0.448 2.698 -1.557 0.0465
C 1.854 2.755 -0.831 -0.0010
O 2.900 3.302 -1.020 0.0045
O 1.563 1.554 -0.440 0.0703
H -2.503 5.009 -2.812 0.0012
H -0.561 6.418 -2.380 -0.0003
H 1.477 5.462 -1.415 0.0000
Se -3.145 0.665 1.248 0.0004
N -1.389 1.113 0.956 0.0047
C -0.879 1.262 2.147 -0.0038
C 0.503 1.600 2.345 -0.0023
C 0.989 1.621 3.611 -0.0011
C 0.107 1.511 4.747 0.0008
C -1.260 1.376 4.611 -0.0017
C -1.777 1.199 3.260 0.0012
N -3.004 0.862 3.019 0.0020
H 1.211 1.682 1.529 0.0019
H 2.031 1.763 3.795 0.0004
H 0.515 1.619 5.796 0.0000
H -1.966 1.415 5.442 0.0000
```

Calculated values
multiplicity: 3
expectation value of S²: 2.01
total charge: +1
E_LUMO (spin up / spin down): -3.64 / -3.64 eV
molecular weight: 721.06 Da
E_HOMO (spin up / spin down): -11.1 / -11.5 eV



Which value of molecular weight does entry 2 give?
198.22 Da